Here is a structure of composition C2H2Li2O2Tl in a non-equilibrium geometry from the OMol25 dataset. Energies are from ωB97M-V/def2-TZVPD.

Last column: Mulliken charge in e.
CARTESIAN COORDINATES (ANGSTROEM)
O -1.473358 0.947128 -0.571353  -0.750
C -0.912935 -0.229776 -0.312738  -0.289
C -0.073193 -0.472939 0.737796  -0.280
Li -2.166067 2.603305 -0.000930  0.808
Tl 1.590504 0.963110 -0.864233  0.132
H -0.726627 -0.853970 -1.211671  0.323
H -0.220149 0.155435 1.636027  0.219
Li 2.826080 -2.125449 -0.018193  0.419
O 1.155745 -0.986844 0.605295  -0.583

Cartesian forces (eV/Å) of the 6 atoms listed first:
-2.35 1.54 0.90
1.91 0.13 -1.02
-0.21 1.54 0.01
0.76 -1.65 -0.52
0.24 -0.20 0.02
-0.32 -0.08 0.25

As for the HOMO-LUMO gap (spin up / spin down): 3.2 / 4.7 eV. As for the total energy: -415.3441 Eh. Its expectation value of S² is 0.75. Its multiplicity is 2. The value obtained for the energy relative to the best compared isomer or geometry (same formula, charge and spin) is 0.5561 eV. The calculation puts the highest occupied orbital energy (spin up / spin down) at -3.97 / -5.58 eV.